[1]
The following is a DFT calculation (wB97M-V/def2-TZVPD) of a 11-piece molecular cluster, C33H33F11O33 overall.

```
110
Properties=species:S:1:pos:R:3:forces:R:3:lowdin_charge:R:1
O -1.2803 2.3493 -5.5487 -1.28 -0.35 -0.50 0.209
C -0.4951 2.5249 -4.7017 2.04 0.44 0.44 -0.545
O -0.1872 3.7190 -4.1433 -0.38 0.15 0.42 0.071
C 0.8356 3.5187 -3.1613 0.72 -0.43 -1.04 -0.042
C 1.5337 2.2851 -3.7557 -0.95 0.59 1.05 -0.285
F 2.1506 1.6041 -2.7560 -0.07 -0.39 -0.28 0.067
O 0.4096 1.5821 -4.2583 0.03 -0.35 -0.20 0.105
H 1.4910 4.3757 -3.1073 -0.17 0.22 -0.10 0.122
H 0.4161 3.2824 -2.1829 -0.07 -0.07 -0.02 0.136
H 2.2354 2.4617 -4.5701 0.15 0.04 0.10 0.177
O -4.6551 -0.8327 -6.4534 -0.04 -1.50 -1.11 0.194
C -4.6462 -0.0876 -5.5551 -0.14 1.50 0.42 -0.570
O -3.9896 1.0956 -5.5851 0.40 -0.02 0.72 0.085
C -4.0599 1.6875 -4.2999 -0.82 0.54 0.73 -0.088
C -5.2029 0.9564 -3.6187 -1.37 0.09 -0.93 -0.233
F -6.4350 1.6400 -3.7190 1.26 -0.45 0.01 0.026
O -5.3479 -0.2344 -4.4022 0.44 0.67 1.17 0.135
H -3.1892 1.5883 -3.6445 0.39 -0.36 -0.67 0.131
H -4.2854 2.7505 -4.3485 0.00 -0.03 -0.34 0.135
H -5.0416 0.7885 -2.5600 -0.12 -0.54 0.02 0.162
O -2.8173 -4.0265 6.2652 -0.05 -0.43 0.87 0.191
C -2.6313 -3.5468 5.2103 -0.10 0.25 -0.79 -0.563
O -2.1273 -2.3248 4.9881 0.68 0.15 -0.13 0.073
C -2.0935 -2.0324 3.5771 -0.49 0.12 0.71 -0.028
C -2.5512 -3.3484 2.9534 0.31 0.08 -0.29 -0.278
F -1.4531 -3.9434 2.3426 -0.51 0.16 0.20 0.038
O -2.9587 -4.1469 4.0252 0.13 0.28 -0.19 0.141
H -2.7566 -1.1727 3.4782 -0.15 -0.25 -0.56 0.142
H -1.1003 -1.7630 3.2269 0.12 -0.15 0.22 0.118
H -3.3601 -3.2605 2.2315 0.16 -0.15 -0.12 0.158
O -6.2308 -3.3166 -0.1214 -2.63 1.00 0.71 0.226
C -5.1809 -3.7398 -0.3387 2.61 -1.08 -0.95 -0.571
O -4.0340 -3.0255 -0.4091 0.43 0.25 0.18 0.038
C -3.0179 -3.8541 -1.0175 -1.08 -0.15 0.77 -0.033
C -3.5047 -5.2305 -0.5399 -0.43 0.13 -1.61 -0.308
F -3.2080 -5.5710 0.7343 0.43 0.22 0.13 0.088
O -4.9028 -5.0595 -0.6305 0.22 0.01 0.37 0.117
H -3.1995 -3.7462 -2.0874 0.43 -0.36 -0.15 0.141
H -2.0138 -3.5576 -0.7383 -0.05 0.11 0.32 0.124
H -3.2165 -6.0220 -1.2305 0.01 -0.22 0.28 0.165
O 3.0221 -1.7353 -2.5036 2.88 1.29 0.98 0.216
C 1.9986 -2.1220 -2.8698 -2.16 -0.88 -0.10 -0.599
O 1.5122 -3.3442 -2.5667 -0.60 -0.36 -0.72 0.066
C 0.4081 -3.5926 -3.4283 -1.48 0.55 0.49 -0.040
C -0.0036 -2.1782 -3.9327 1.22 -0.98 -0.76 -0.289
F -1.1173 -1.6425 -3.3779 -0.01 -0.32 0.28 0.080
O 1.1062 -1.3881 -3.5779 -0.41 -0.16 -0.53 0.127
H 0.6461 -4.3061 -4.2153 0.37 0.33 -0.18 0.138
H -0.4766 -4.0013 -2.9281 0.45 -0.06 0.52 0.128
H -0.1153 -2.2427 -5.0153 -0.24 0.69 0.02 0.169
O -2.8608 -0.3480 -0.1333 0.76 0.98 0.43 0.163
C -1.6770 -0.2658 0.0123 -0.06 -0.85 -1.50 -0.539
O -0.8433 0.7126 -0.4096 -0.07 0.52 0.70 0.063
C 0.5193 0.4391 0.0180 -0.19 -1.20 -0.99 -0.018
C 0.4326 -1.0580 0.4293 -0.64 1.81 0.65 -0.260
F 0.8396 -1.1351 1.7430 0.12 -0.55 -0.50 0.047
O -0.9420 -1.3370 0.4030 -0.03 -0.27 0.51 0.103
H 1.2045 0.5091 -0.8221 -0.23 0.35 -0.25 0.114
H 0.8666 1.1195 0.7874 -0.28 -0.15 0.31 0.111
H 0.8922 -1.7534 -0.2634 0.64 -0.25 0.63 0.145
O 1.3808 5.9764 -1.5212 -0.45 0.67 -1.96 0.206
C 1.3832 5.4967 -0.4647 0.98 0.07 2.55 -0.558
O 0.3590 4.9990 0.2384 -0.66 -0.80 -0.18 0.073
C 0.8148 4.6724 1.5597 -0.78 1.25 0.95 -0.049
C 2.3048 4.5494 1.3489 -0.65 -0.30 -0.26 -0.301
F 2.5658 3.3135 0.8110 0.14 -0.17 0.28 0.059
O 2.5155 5.4806 0.3377 0.27 -0.10 -0.14 0.130
H 0.5191 5.5335 2.1813 0.71 0.09 -0.10 0.145
H 0.2697 3.8846 2.0759 0.24 -0.73 -0.91 0.135
H 2.9367 4.7073 2.2147 0.17 0.18 -0.07 0.170
O 1.1694 -4.0949 0.1753 -0.18 0.14 0.24 0.174
C 2.0097 -4.2330 0.9993 0.54 -0.11 -0.47 -0.520
O 2.4009 -3.3169 1.9049 0.27 -0.47 0.36 0.063
C 3.4563 -3.8692 2.7237 -0.61 -0.26 -0.21 -0.030
C 3.4750 -5.3408 2.3190 0.11 -0.11 -0.64 -0.274
F 2.7968 -6.1294 3.2412 0.53 0.57 -0.78 0.052
O 2.8149 -5.3457 1.0686 -0.43 0.10 1.04 0.130
H 4.3977 -3.3754 2.5026 -0.02 0.11 -0.11 0.120
H 3.1894 -3.7560 3.7705 -0.01 0.06 0.02 0.143
H 4.4684 -5.7416 2.1022 -0.19 -0.23 0.58 0.168
O 5.8619 2.7938 4.1126 3.46 0.80 -1.01 0.225
C 4.8175 2.3894 4.3713 -3.27 0.17 1.45 -0.595
O 4.2904 2.3714 5.6186 -0.19 -0.63 -0.08 0.074
C 2.9434 1.8674 5.5637 0.11 1.14 -0.79 -0.022
C 2.7917 1.3833 4.1035 0.61 -0.42 1.25 -0.286
F 1.6092 1.7986 3.5665 0.61 -0.17 0.06 0.073
O 3.8839 2.0154 3.4685 -0.53 -0.62 -0.65 0.105
H 2.8277 1.1554 6.3678 -0.30 -0.23 -0.11 0.139
H 2.2665 2.7246 5.6229 -0.06 -0.16 0.56 0.141
H 2.9218 0.2979 4.0499 -0.50 0.11 -0.67 0.171
O -6.6855 3.6576 -1.1644 -1.51 -0.74 -0.09 0.217
C -5.5352 3.8231 -1.1195 1.16 1.02 0.05 -0.555
O -4.7958 3.8503 0.0184 0.58 -0.24 -0.18 0.069
C -3.4380 4.1961 -0.3105 -0.90 1.63 -0.20 -0.036
C -3.6202 4.8499 -1.6925 0.62 -1.74 -0.23 -0.278
F -2.5399 4.5410 -2.4799 -0.40 0.30 0.03 0.055
O -4.7616 4.1832 -2.2050 0.22 0.34 0.41 0.104
H -3.1193 5.0141 0.3373 0.15 -0.53 0.47 0.134
H -2.7792 3.3354 -0.2965 0.05 -0.08 -0.16 0.133
H -3.7735 5.9287 -1.6920 0.07 -0.01 -0.07 0.173
O 3.3552 0.6423 0.9921 -0.84 -0.33 -0.43 0.185
C 4.4376 0.3063 1.3033 0.56 0.60 0.43 -0.546
O 4.7456 -0.7393 2.1067 0.39 0.10 -0.13 0.049
C 6.1403 -0.6149 2.4739 -0.59 -0.51 -0.55 -0.030
C 6.6927 0.3017 1.3922 -0.51 0.30 0.60 -0.298
F 7.1435 -0.3848 0.3055 0.23 -0.12 0.23 0.079
O 5.5566 1.0292 0.9955 0.30 -0.43 0.12 0.143
H 6.1658 -0.1764 3.4700 0.36 0.04 -0.05 0.135
H 6.5978 -1.6013 2.4301 0.03 0.06 0.17 0.140
H 7.4610 0.9527 1.8039 0.06 0.21 -0.50 0.172
```
Forces are in eV/Å.

Gap between HOMO and LUMO in eV: 10.55
LUMO level in eV: -0.39
Relative energy (zero: lowest compared OMol25 entry of this formula, charge and spin) in kcal/mol: 60.7
Total energy in Ha: -4858.88448
Net charge: 0
HOMO level in eV: -10.94
Multiplicity: 1
SMILES: O=C1OC[C@@H](F)O1.O=C1OC[C@@H](F)O1.O=C1OC[C@@H](F)O1.O=C1OC[C@@H](F)O1.O=C1OC[C@@H](F)O1.O=C1OC[C@@H](F)O1.O=C1OC[C@@H](F)O1.O=C1OC[C@@H](F)O1.O=C1OC[C@@H](F)O1.O=C1OC[C@@H](F)O1.O=C1OC[C@@H](F)O1
Molar mass in g mol⁻¹: 1166.6

***

[2]
The following is a DFT calculation (wB97M-V/def2-TZVPD) of H2NO2P in the gas phase.

```
6
Properties=species:S:1:pos:R:3:forces:R:3:lowdin_charge:R:1
O -1.4015 -1.2403 -0.4174 1.90 3.17 1.26 -0.078
N -0.7757 -0.1592 -0.0671 -1.47 -4.26 -0.79 -0.669
O -1.1305 0.9395 -0.2915 -1.08 1.63 -0.19 0.009
P 0.9254 -0.4450 0.5513 0.33 0.63 0.31 0.909
H 1.1883 -0.0312 -0.7523 0.85 -0.25 -0.45 -0.093
H 1.1941 0.9363 0.9770 -0.53 -0.93 -0.15 -0.077
```
Forces are in eV/Å.

Gap between HOMO and LUMO in eV: 10.65
LUMO level in eV: -0.16
Relative energy (zero: lowest compared OMol25 entry of this formula, charge and spin) in kcal/mol: 102.6
Total energy in Ha: -547.64997
Net charge: 0
HOMO level in eV: -10.81
Multiplicity: 1
SMILES: O=[N+]([O-])P
Molar mass in g mol⁻¹: 79.0

***

[3]
The following is a DFT calculation (wB97M-V/def2-TZVPD) of C16H23FN2O4S in the gas phase.

```
47
Properties=species:S:1:pos:R:3:forces:R:3:lowdin_charge:R:1
C -0.7655 -0.1684 5.4175 -0.05 -0.04 -0.01 -0.117
O 0.5845 -0.0106 5.0696 0.25 0.10 -0.04 -0.187
C 0.9450 -0.7663 3.9342 0.14 -0.01 -0.10 -0.239
C 2.3697 -0.3918 3.5356 -0.35 -0.20 -0.01 -0.141
C 2.8897 -1.2693 2.3996 0.18 -0.03 0.23 -0.163
N 2.0195 -1.1856 1.2443 0.09 0.22 0.14 0.079
C 1.3116 -2.2472 0.8164 -0.01 0.20 -0.30 -0.452
O 1.5196 -3.3851 1.1889 -0.11 -0.35 0.07 0.068
C 0.1774 -1.9436 -0.1811 -0.49 -0.59 0.45 -0.232
C 0.0714 -3.0508 -1.2331 0.25 0.03 0.12 -0.129
C 1.2088 -2.9316 -2.2433 -0.26 0.06 -0.13 -0.181
C 1.1903 -1.5458 -2.8824 0.12 -0.01 0.23 -0.164
C 1.3211 -0.4849 -1.7934 0.28 0.22 -0.63 -0.186
N 0.2548 -0.6531 -0.8294 -0.23 0.60 0.64 -0.206
S -0.1847 0.6981 0.0221 -0.44 0.11 -0.70 0.677
O 0.9704 1.4972 0.3457 0.02 0.08 -0.23 -0.284
O -1.0382 0.2811 1.0941 -0.21 -0.17 -0.08 -0.267
C -1.1472 1.5656 -1.2120 0.50 -0.16 0.45 -0.274
C -0.6912 2.7599 -1.7364 0.06 0.00 0.09 -0.046
C -1.4316 3.4021 -2.7145 -0.23 -0.05 -0.11 0.013
C -2.6150 2.8186 -3.1361 0.17 -0.01 0.11 -0.264
F -3.3374 3.4332 -4.0874 0.05 -0.06 0.08 0.074
C -3.0821 1.6225 -2.6127 0.04 0.07 -0.01 0.014
C -2.3311 0.9917 -1.6373 -0.12 0.04 -0.06 -0.042
H -0.9419 0.4692 6.2816 -0.10 -0.04 -0.01 0.087
H -0.9895 -1.2106 5.6802 -0.02 0.03 0.01 0.088
H -1.4234 0.1343 4.5933 -0.01 0.00 0.05 0.088
H 0.8840 -1.8434 4.1621 0.00 0.06 -0.04 0.136
H 0.2482 -0.5524 3.1094 0.07 -0.07 0.13 0.103
H 3.0177 -0.4984 4.4060 0.06 0.04 0.00 0.120
H 2.3798 0.6557 3.2289 0.05 0.08 0.05 0.118
H 3.8975 -0.9494 2.1153 -0.05 -0.12 0.08 0.121
H 2.9193 -2.3207 2.6965 0.09 0.14 -0.04 0.120
H 1.7478 -0.2472 0.9849 0.13 -0.13 -0.06 0.081
H -0.7345 -1.9208 0.4279 0.15 -0.18 -0.05 0.152
H 0.1224 -4.0088 -0.7160 -0.08 0.06 -0.01 0.117
H -0.8881 -2.9719 -1.7466 -0.06 0.02 0.03 0.120
H 2.1603 -3.0876 -1.7316 0.10 -0.07 -0.01 0.120
H 1.1052 -3.7008 -3.0098 0.08 -0.04 0.03 0.113
H 2.0103 -1.4370 -3.5929 -0.01 0.06 -0.03 0.115
H 0.2481 -1.4000 -3.4144 -0.02 0.04 -0.08 0.117
H 1.2224 0.5216 -2.2058 0.17 -0.06 -0.10 0.119
H 2.3053 -0.5674 -1.3134 -0.08 0.08 -0.03 0.129
H 0.2336 3.1726 -1.3655 0.10 0.10 -0.02 0.117
H -1.1094 4.3360 -3.1465 0.02 0.08 -0.05 0.123
H -4.0121 1.2090 -2.9689 -0.08 -0.03 -0.03 0.123
H -2.6522 0.0640 -1.1925 -0.14 -0.15 -0.02 0.122
```
Forces are in eV/Å.

Gap between HOMO and LUMO in eV: 9.72
LUMO level in eV: 0.42
Relative energy (zero: lowest compared OMol25 entry of this formula, charge and spin) in kcal/mol: 3.1
Total energy in Ha: -1532.01493
Net charge: 0
HOMO level in eV: -9.30
Multiplicity: 1
SMILES: COCCCNC(=O)[C@@H]1CCCCN1S(=O)(=O)c1ccc(F)cc1
Molar mass in g mol⁻¹: 358.4